Below is a single C19H20N4O molecule, with properties calculated with ωB97M-V with the def2-TZVPD basis set.

```
44
Properties=species:S:1:pos:R:3:forces:R:3
C 2.762964 3.801949 1.769019 -0.044 -0.008 -0.025
C 1.703507 3.652346 0.716791 0.094 -0.123 -0.020
C 0.592837 4.483974 0.736924 -0.121 -0.049 -0.048
C -0.375492 4.427423 -0.249313 -0.085 0.088 0.021
C -0.229279 3.536219 -1.297805 -0.024 0.017 -0.037
C 0.860716 2.689584 -1.328307 0.078 -0.041 0.039
C 1.824404 2.717564 -0.321016 -0.264 0.357 -0.113
N 2.938175 1.862712 -0.391633 0.369 0.011 -0.270
H 3.014501 1.449852 -1.316994 0.011 0.063 0.108
C 3.065186 0.803138 0.607792 0.138 -0.282 -0.085
C 4.427585 0.137145 0.472088 -0.284 0.108 0.110
H 4.470205 -0.423801 -0.458421 0.020 -0.056 -0.047
H 4.589205 -0.553487 1.295271 0.056 -0.122 0.024
H 5.211277 0.889665 0.473752 0.029 0.085 0.046
C 1.937704 -0.215609 0.361224 0.052 0.304 0.327
O 2.087402 -1.203620 -0.328496 -0.102 -0.231 -0.170
N 0.761140 0.176099 0.923802 0.116 0.129 0.280
N -0.492343 -0.349990 0.837035 -0.442 -0.085 0.014
C -0.737178 -1.441087 0.218803 0.761 0.114 -0.088
C -2.078409 -1.945511 0.164546 -0.921 0.057 0.205
C -3.212924 -1.386408 0.707278 0.601 0.042 -0.090
N -4.291024 -2.169807 0.442339 -0.366 0.060 0.104
C -3.892100 -3.262557 -0.280800 0.386 -0.311 -0.258
C -4.628073 -4.329844 -0.776879 -0.074 -0.061 -0.023
C -3.945980 -5.300109 -1.480316 -0.196 0.012 0.044
C -2.567114 -5.211845 -1.685674 0.220 -0.054 -0.074
C -1.832848 -4.154453 -1.194634 -0.054 -0.085 -0.040
C -2.495879 -3.159549 -0.479812 -0.394 0.126 0.150
H -0.767820 -4.097010 -1.359446 0.122 -0.019 -0.034
H -2.071621 -5.993428 -2.242451 0.054 -0.053 -0.042
H -4.485377 -6.145405 -1.881091 -0.056 -0.057 -0.024
H -5.694304 -4.395847 -0.616677 -0.103 -0.034 -0.001
H -5.235934 -1.979012 0.731107 0.143 -0.006 -0.031
H -3.300530 -0.474549 1.263857 -0.047 0.161 0.104
H 0.021217 -2.034186 -0.284379 0.134 0.169 0.076
H 0.744598 1.053028 1.429778 0.097 -0.240 -0.189
H 2.955283 1.241524 1.602109 0.001 0.012 -0.072
H 0.974265 1.984108 -2.140582 -0.007 -0.102 -0.047
H -0.966324 3.493023 -2.085657 -0.060 -0.010 -0.065
H -1.229555 5.086399 -0.207941 -0.069 0.062 0.000
H 0.496806 5.202572 1.538925 0.006 0.080 0.075
H 3.727737 3.487607 1.378979 0.114 -0.023 0.037
H 2.830486 4.842203 2.080759 0.029 0.034 0.052
H 2.532904 3.208975 2.656146 0.080 -0.037 0.077
```
Positions in Å, forces in eV/Å.

The charge is 0. The value obtained for the energy above the lowest of the compared OMol25 structures with the same formula, charge and spin is 37.97 kcal/mol. As for the electronic energy: -28035.5288 eV. For the strongest force on any atom, the calculation gives 0.9 eV/Å. As for the SMILES: Cc1ccccc1N[C@H](C)C(=O)N/N=C/c1c[nH]c2ccccc12. As for the lowest unoccupied orbital energy: 0.82 eV.

Below is a single C19H20N4O3 molecule in a non-equilibrium geometry, with properties calculated with ωB97M-V with the def2-TZVPD basis set.

```
46
Properties=species:S:1:pos:R:3:forces:R:3
O -0.942431 -0.746200 1.453386 -0.233 -0.332 0.238
C -0.546588 0.329258 1.021912 -0.105 0.350 0.066
N 0.629783 0.423077 0.369991 0.175 -0.149 -0.134
C 1.262466 1.607248 -0.165078 0.251 0.348 0.121
H 1.484315 1.433803 -1.224974 -0.039 0.077 0.058
C 2.579802 1.859466 0.579213 -0.048 0.380 -0.291
N 3.435719 0.694859 0.483541 -0.057 0.151 0.157
C 4.539306 0.776534 -0.308340 -0.215 0.216 0.251
O 4.820026 1.814027 -0.890996 0.192 -0.136 -0.180
C 5.444946 -0.375261 -0.447217 0.948 0.194 -0.959
C 6.497650 -0.445767 -1.327406 -0.733 0.180 0.477
C 7.129695 -1.684743 -1.098637 -0.211 -0.336 0.404
C 6.428177 -2.279836 -0.094396 0.624 -0.116 -0.482
O 5.411347 -1.503431 0.305306 -0.285 0.046 0.311
H 6.548150 -3.220620 0.406287 -0.071 -0.093 0.123
H 7.986411 -2.076872 -1.606127 0.176 -0.147 -0.061
H 6.764947 0.307813 -2.038423 -0.002 0.207 -0.103
C 2.803115 -0.490792 1.011678 -0.247 -0.475 -0.124
H 2.590662 -0.326779 2.074747 0.012 -0.065 -0.058
C 1.484445 -0.744009 0.269630 0.118 -0.381 0.285
H 1.688240 -0.948570 -0.787329 0.012 -0.012 0.049
H 0.954848 -1.590168 0.709403 0.099 0.098 -0.120
H 3.450965 -1.356451 0.915811 -0.136 0.116 0.065
H 2.376317 2.061078 1.636438 -0.028 0.003 -0.042
H 3.110637 2.703582 0.136410 -0.117 -0.086 0.122
H 0.616121 2.477554 -0.088204 -0.013 -0.048 -0.028
C -1.394023 1.580618 1.159254 -0.020 -0.012 -0.031
H -0.775540 2.447487 1.389191 -0.029 -0.017 -0.002
H -2.073062 1.423259 1.999727 0.153 -0.009 -0.022
C -2.216221 1.835007 -0.113820 0.080 0.052 0.074
C -3.425132 0.964469 -0.215265 -0.089 0.077 -0.088
N -4.513055 1.320947 -0.836839 0.180 0.552 -0.154
C -5.374512 0.259539 -0.715868 0.236 -0.652 0.371
C -6.671923 0.088067 -1.184455 0.070 -0.008 0.039
C -7.302122 -1.104910 -0.899425 -0.186 0.049 -0.101
C -6.672091 -2.113428 -0.166939 0.031 -0.135 0.078
C -5.384729 -1.965088 0.308458 0.068 -0.110 0.080
C -4.744953 -0.769852 0.025123 -0.561 0.276 -0.376
N -3.499346 -0.286075 0.327606 0.035 -0.029 0.034
H -2.772234 -0.752207 0.857369 0.112 0.074 0.027
H -4.895382 -2.743284 0.875012 0.007 -0.102 0.050
H -7.207385 -3.030553 0.031022 -0.028 -0.069 0.020
H -8.310852 -1.269608 -1.249412 -0.074 -0.006 -0.030
H -7.157837 0.867295 -1.749493 -0.059 0.093 -0.068
H -1.593451 1.680857 -1.001004 -0.010 0.075 0.004
H -2.565214 2.868682 -0.136865 0.019 -0.091 -0.049
```
Positions in Å, forces in eV/Å.

The charge is 0. The value obtained for the energy above the lowest of the compared OMol25 structures with the same formula, charge and spin is 32.23 kcal/mol. As for the electronic energy: -32131.5014 eV. For the strongest force on any atom, the calculation gives 1.4 eV/Å. As for the SMILES: O=C(CCc1nc2ccccc2[nH]1)N1CCN(C(=O)c2ccco2)CC1. As for the lowest unoccupied orbital energy: 0.51 eV.

Below is C19H21AlClN7O5S2 as an isolated structure in a non-equilibrium geometry, with properties calculated with ωB97M-V with the def2-TZVPD basis set.

```
56
Properties=species:S:1:pos:R:3:forces:R:3
Al -0.014733 -0.119779 0.254988 0.373 -0.130 -0.787
C 1.501373 3.904208 0.933417 0.059 -0.016 0.028
C 1.204362 2.455981 1.197364 -0.075 0.208 -1.079
N 0.672748 1.763436 0.231207 0.213 -0.630 1.021
N 0.504734 2.364435 -0.969962 -0.447 0.984 -0.667
C 0.526730 1.547919 -1.963451 0.571 0.167 0.167
S 0.921999 -0.136652 -1.856984 0.109 -0.120 -0.048
S 0.257341 2.153937 -3.572370 -0.234 0.373 -0.372
C 0.724908 3.906090 -3.361377 -0.267 -0.559 -0.022
C 2.208396 4.142571 -3.438810 0.108 0.031 0.006
C 3.115543 3.138818 -3.743903 0.013 0.002 0.012
C 4.469529 3.414574 -3.819977 0.087 -0.010 0.052
C 4.936769 4.695070 -3.590312 0.115 -0.013 -0.057
C 4.037218 5.705183 -3.291593 0.029 0.104 0.083
C 2.684591 5.430459 -3.213650 -0.015 -0.070 -0.008
C 1.586908 1.802769 2.429168 0.069 -0.536 0.486
C 2.074170 2.527571 3.528591 -0.099 0.016 -0.018
C 2.507406 1.913616 4.680602 0.075 0.110 0.168
C 2.499031 0.526762 4.771538 -0.084 -0.011 -0.192
C 2.042199 -0.217179 3.709694 0.053 -0.096 0.002
C 1.566340 0.387164 2.537889 -0.237 0.262 0.152
O 1.085869 -0.394620 1.594044 0.473 -0.628 0.435
H 2.094073 4.001391 0.022748 -0.009 -0.018 0.040
H 2.023311 4.388603 1.749753 0.002 -0.013 -0.016
H 0.559396 4.420256 0.749220 -0.028 0.068 -0.042
H 0.322368 4.215300 -2.396698 -0.002 0.111 -0.119
H 0.213335 4.447512 -4.159456 -0.063 -0.039 0.061
H 2.768985 2.132875 -3.926224 -0.024 -0.032 0.013
H 5.155762 2.613315 -4.048550 0.111 -0.050 -0.042
H 5.994441 4.904613 -3.648477 0.088 0.043 0.006
H 4.392196 6.708011 -3.106471 0.033 0.106 -0.002
H 1.984832 6.220287 -2.978746 -0.070 0.101 0.038
H 2.096059 3.604224 3.490573 -0.015 0.089 -0.012
H 2.853154 2.502341 5.516179 0.033 0.115 0.022
H 2.835727 0.031855 5.671468 0.040 -0.012 0.043
H 2.022248 -1.296502 3.763070 -0.030 -0.070 -0.050
N -0.116019 -2.319610 0.559410 0.225 0.362 0.534
N -0.914157 -3.170090 -0.199589 0.113 -0.617 0.217
C -1.780272 -2.588073 -1.058848 -0.754 0.626 -0.936
N -2.657976 -3.333363 -1.720570 -0.178 -0.300 -0.021
N -1.633970 -1.288060 -1.190900 0.930 -0.258 1.015
N -2.387309 -0.534658 -1.992314 -0.252 -0.454 -0.069
O -2.244484 0.654954 -1.854160 0.023 0.647 -0.120
O -3.154596 -1.046355 -2.790756 -0.652 -0.143 -0.768
H 0.833284 -2.672462 0.662523 -0.210 0.034 -0.172
H -0.500249 -2.140734 1.487978 -0.149 -0.312 -0.009
H -1.165846 -4.071604 0.196008 0.062 0.353 -0.072
H -2.783210 -4.312789 -1.534254 0.076 0.039 0.045
H -3.261248 -2.843883 -2.379838 0.215 -0.099 0.239
Cl -5.430775 0.571976 0.883727 -0.198 0.006 0.019
C -3.737961 1.071383 0.861937 0.100 0.023 -0.017
C -2.784788 -0.095898 1.070005 -0.004 -0.182 -0.089
O -3.134112 -1.237442 1.265331 -0.240 -0.309 0.121
O -1.544915 0.265341 0.984084 -0.115 0.863 0.599
H -3.581989 1.811308 1.646684 0.037 -0.052 -0.061
H -3.525125 1.526483 -0.108579 0.016 -0.061 0.242
```
Positions in Å, forces in eV/Å.

The charge is 0. The value obtained for the energy above the lowest of the compared OMol25 structures with the same formula, charge and spin is 17.61 kcal/mol. As for the electronic energy: -81504.0559 eV. For the strongest force on any atom, the calculation gives 1.4 eV/Å. As for the lowest unoccupied orbital energy: 0.03 eV.

Below is C19H21BCsN6O2 as an isolated structure, with properties calculated with ωB97M-V with the def2-TZVPD basis set.

```
50
Properties=species:S:1:pos:R:3:forces:R:3
Cs 0.106319 1.426858 -0.300038 0.120 -0.182 0.159
C 2.548504 3.943124 2.499885 -0.004 0.027 0.008
C 2.812101 2.704445 1.894871 0.013 0.099 0.070
N 1.930466 1.784807 2.269821 0.124 0.033 -0.100
N 1.087192 2.403888 3.116448 -0.036 -0.036 -0.019
C 1.434647 3.696036 3.272163 -0.044 -0.058 -0.001
B -0.125209 1.698837 3.799423 -0.038 0.024 -0.076
N 0.058529 0.176101 3.777424 -0.038 0.050 -0.006
C 0.170353 -0.614324 4.864691 -0.060 0.038 0.007
C 0.314419 -1.915404 4.439983 0.098 -0.003 0.007
C 0.294757 -1.806997 3.037952 -0.117 -0.020 -0.019
N 0.127741 -0.553361 2.648154 0.121 -0.066 -0.039
N -1.460521 2.112891 3.120945 0.029 -0.119 0.012
C -2.280112 3.111839 3.500741 0.055 -0.031 0.012
C -3.330882 3.174098 2.610652 -0.013 0.028 0.022
C -3.054541 2.143452 1.701075 -0.001 0.021 0.092
N -1.932728 1.509160 2.016158 -0.145 0.128 -0.179
H 3.076651 4.874635 2.387328 0.002 -0.004 -0.006
H 3.608328 2.441787 1.214093 -0.009 -0.008 -0.015
H 0.859351 4.343813 3.913141 0.013 0.017 -0.005
H -0.186710 2.078315 4.946745 0.030 -0.008 0.007
H 0.131256 -0.185372 5.852019 0.001 -0.017 0.006
H 0.424607 -2.799249 5.045007 0.015 0.002 -0.002
H 0.387059 -2.588916 2.298881 -0.017 -0.008 0.006
H -2.050942 3.699830 4.374331 -0.028 0.008 0.003
H -4.157777 3.863411 2.613027 -0.002 -0.003 0.006
H -3.621041 1.835120 0.834922 -0.004 0.018 -0.003
C 0.271591 10.491395 -0.800986 0.005 -0.037 0.020
C 0.197689 8.988248 -0.889480 0.007 0.035 -0.012
C -1.022152 8.329438 -0.915448 -0.003 -0.017 -0.002
C -1.101899 6.939219 -0.963207 0.023 0.015 -0.008
C -2.448730 6.266320 -0.947211 0.000 -0.011 0.040
C 0.074923 6.190982 -1.016133 -0.037 0.021 0.006
C 1.314988 6.836668 -1.000965 0.009 -0.002 -0.006
C 2.593482 6.042255 -1.046075 -0.025 -0.002 0.013
C 1.358009 8.223856 -0.927655 -0.006 -0.005 -0.001
C 0.003819 4.671468 -1.069493 0.024 -0.106 0.007
O 0.559259 4.101659 -2.038148 -0.006 -0.087 0.034
O -0.606184 4.111506 -0.125641 -0.083 0.256 0.002
H -0.711619 10.942310 -0.939209 -0.002 -0.001 -0.004
H 0.942442 10.901769 -1.558434 0.001 0.004 -0.001
H 0.648545 10.807132 0.175051 0.000 0.017 -0.006
H -1.940447 8.909241 -0.888587 -0.001 -0.002 0.000
H -3.248422 7.000844 -1.057546 0.005 0.004 -0.010
H -2.583747 5.718672 -0.013989 -0.008 -0.006 -0.008
H -2.533817 5.531076 -1.749125 0.004 0.003 -0.008
H 2.675542 5.507175 -1.991506 0.008 -0.003 0.001
H 2.601909 5.286599 -0.257401 0.019 -0.004 -0.011
H 3.459223 6.693813 -0.916261 -0.002 0.007 0.005
H 2.323578 8.721833 -0.903393 0.005 -0.007 0.001
```
Positions in Å, forces in eV/Å.

The charge is -1. As for the electronic energy: -34309.0641 eV. For the strongest force on any atom, the calculation gives 0.3 eV/Å. As for the lowest unoccupied orbital energy: 2.08 eV.

Among the records above, which one has the highest lowest unoccupied orbital energy? C19H21BCsN6O2